No. 1
DFT (ωB97M-V/def2-TZVPD) results for C26H42AsGeN2O7SSeSiV as an isolated structure.

Values from the calculation:
LUMO level (spin up / spin down) ... 2.4 / 2.3 eV
Gap between HOMO and LUMO (spin up / spin down) ... 5.14 / 6.92 eV
Net charge ... -1
Electronic energy ... -9997.9042 a.u.
Multiplicity ... 2

The geometry in XYZ format:
```
83
Properties=species:S:1:pos:R:3:forces:R:3:lowdin_spin:R:1
Se 2.3211 -0.9678 0.2944 -0.040 0.235 -0.228 0.0013
As 2.3430 1.5684 -2.4091 1.084 -0.057 -0.419 0.0001
Ge 5.1492 -2.4797 -0.5827 0.161 -0.147 0.038 0.0001
V -0.4271 0.3065 -0.6397 1.286 -3.817 2.179 0.1296
S -0.9265 1.4463 -2.8596 -2.504 2.456 -2.375 0.0011
Si -0.7912 -2.9153 -1.7405 -0.319 -0.935 0.219 0.0010
O 3.7726 2.1336 -1.8890 0.684 -0.006 0.499 0.0001
O -0.5177 1.8123 -4.2006 0.022 -0.382 0.367 -0.0006
O -2.3250 1.0784 -2.7488 0.214 -0.186 0.323 0.0004
O -0.1035 0.3223 -2.3248 1.247 -0.561 -4.696 0.0016
O 1.7779 2.9464 -3.3799 0.215 0.368 0.160 0.0000
O -0.7566 0.6786 0.9343 -0.699 0.982 3.097 0.0439
O 1.1992 2.0570 -0.6797 0.112 -0.883 -0.233 0.0016
N -2.7760 1.5313 3.6781 -0.231 -0.514 0.285 0.0948
N -2.5947 1.1422 2.3373 0.186 0.317 -0.551 0.0905
C -0.7505 2.8758 -1.7847 0.405 -0.451 0.093 0.0008
C -5.7535 -0.5090 1.4250 -0.024 0.004 -0.090 -0.0007
C 4.3873 -4.0434 0.3777 0.192 0.468 -0.281 0.0000
C -1.2233 1.1066 2.0352 -0.505 1.147 3.187 0.2256
C -1.3008 2.1462 5.6088 -0.103 0.031 -0.264 0.0437
C -3.7592 2.5934 3.8414 -0.037 0.155 -0.201 0.0261
C -0.7551 5.0055 -0.0142 0.001 0.003 0.052 0.0004
C 0.2283 4.0475 0.0775 -0.004 -0.278 -0.219 0.0003
C 0.6006 -4.0348 -1.0108 -0.456 0.581 -0.315 0.0001
C -3.6503 0.6472 1.5891 -0.295 -0.034 -0.049 0.0118
C -4.7248 -0.0114 2.2025 0.275 -0.002 -0.014 0.0257
C -1.2731 -1.6177 -0.4627 0.128 0.126 -0.872 -0.0007
C -0.5571 1.5224 3.2074 -0.235 -0.185 -0.752 -0.0017
C 6.1056 -3.0312 -2.2432 -0.291 0.172 0.476 0.0000
C -1.4825 1.7818 4.1788 0.259 0.078 0.134 0.2203
C 6.4319 -1.4965 0.5778 -0.414 -0.251 -0.342 0.0000
C -2.3090 -4.0848 -2.0173 0.646 0.464 0.072 0.0003
C 0.2627 2.9545 -0.8140 -0.313 1.317 0.299 0.0004
C -1.7380 3.8376 -1.8580 -0.306 0.241 -0.185 0.0003
C 3.1580 0.5768 1.1292 0.132 -0.103 -0.060 0.0002
C -5.7332 -0.3545 0.0453 -0.106 0.022 -0.087 0.0297
C -3.6642 0.8540 0.2062 0.128 -0.046 0.124 0.0239
C -4.6916 0.3391 -0.5582 0.004 -0.054 0.049 -0.0010
C 3.6640 -1.2782 -1.1107 0.187 -0.210 0.253 0.0001
C -1.7440 4.9175 -0.9864 -0.079 -0.132 -0.187 0.0000
C -0.2377 -2.4090 -3.5067 -0.164 0.134 0.768 0.0000
H 3.1264 -1.7047 -1.9574 -0.046 -0.016 -0.013 0.0000
H -4.6577 0.4917 -1.6271 -0.025 -0.041 -0.080 -0.0008
H -0.1378 -3.2707 -4.1658 -0.040 -0.179 0.102 0.0000
H 6.0150 -1.3497 1.5684 -0.093 0.026 0.176 0.0000
H 1.4790 -3.4445 -0.7523 0.121 0.010 0.007 0.0000
H 0.9936 4.0854 0.8420 0.039 0.022 -0.053 0.0001
H 4.0341 0.2735 1.6983 -0.018 -0.036 0.023 0.0000
H -0.7508 5.8283 0.6875 -0.054 0.085 0.032 0.0002
H 4.0504 -0.3046 -1.4183 -0.027 0.019 0.035 0.0000
H -0.9619 -1.7281 -3.9473 -0.116 0.100 -0.101 0.0000
H 5.4316 -3.5431 -2.9218 -0.162 -0.096 -0.087 0.0000
H -4.7147 -0.1597 3.2740 0.018 0.016 0.021 0.0035
H -1.5769 3.1822 5.8171 -0.020 0.083 0.066 0.0123
H -3.4711 3.5056 3.3052 0.055 0.014 -0.025 0.0041
H 0.7145 -1.8843 -3.4827 0.148 0.085 -0.024 0.0000
H 3.9566 -4.7536 -0.3202 -0.072 -0.096 -0.159 0.0000
H 1.0288 2.6466 -3.9074 -0.224 0.094 -0.310 0.0000
H -4.7243 2.2581 3.4644 0.013 0.012 0.053 0.0002
H 6.6305 -0.5223 0.1418 0.023 0.158 -0.066 0.0000
H -3.8533 2.8135 4.9022 0.005 -0.033 0.031 0.0005
H 6.9416 -3.6910 -2.0314 0.104 -0.098 0.122 0.0000
H -2.5828 -4.5935 -1.0982 -0.027 -0.044 0.268 0.0000
H -6.5302 -0.7665 -0.5563 -0.070 -0.004 -0.045 0.0022
H -3.1747 -3.5179 -2.3461 -0.173 0.184 -0.070 0.0000
H -1.0785 -1.9986 0.5501 0.087 -0.028 -0.208 0.0009
H -6.5728 -1.0361 1.8991 0.015 -0.002 -0.003 -0.0007
H -1.9201 1.5065 6.2393 -0.015 -0.066 0.122 0.0095
H -2.5084 3.7127 -2.6078 -0.086 0.105 0.027 0.0000
H 0.5083 1.5988 3.3003 0.212 -0.057 0.057 -0.0060
H 0.2619 -4.5241 -0.1020 -0.113 -0.032 0.199 0.0000
H -2.1123 -4.8460 -2.7651 0.120 -0.182 -0.224 0.0000
H -0.2598 2.0147 5.8890 0.090 0.002 0.054 0.0012
H -2.8671 1.4164 -0.2667 -0.128 0.074 0.009 0.0018
H 3.4238 1.2881 0.3509 0.005 0.082 -0.020 0.0000
H 7.3745 -2.0280 0.6776 0.068 -0.135 -0.028 0.0000
H -2.5144 5.6711 -1.0554 -0.067 0.012 -0.035 0.0000
H 5.1209 -4.5606 0.9879 0.176 -0.017 0.062 0.0000
H 6.4880 -2.1520 -2.7519 0.054 0.175 -0.061 0.0000
H -2.3488 -1.4279 -0.5366 -0.166 -0.222 -0.049 0.0000
H 0.9055 -4.8107 -1.7075 0.054 -0.111 -0.205 0.0000
H 2.4085 1.0067 1.7868 -0.026 0.058 0.031 0.0001
H 3.5896 -3.6778 1.0187 -0.083 0.013 0.116 0.0000
```
Forces are in eV/Å.

No. 2
DFT (ωB97M-V/def2-TZVPD) results for a 2-piece molecular cluster, C26H42BF5N3O6S2 overall.

Values from the calculation:
Relative energy (zero: lowest compared OMol25 entry of this formula, charge and spin) ... 0.0 kcal per mole
LUMO level ... -4.2 eV
Gap between HOMO and LUMO ... 6.54 eV
Net charge ... +1
Electronic energy ... -2952.0417 a.u.
Multiplicity ... 1

The geometry in XYZ format:
```
85
Properties=species:S:1:pos:R:3:forces:R:3:lowdin_charge:R:1
S -1.4294 -2.1225 5.3594 -0.255 0.076 -0.109 0.6670
S -2.8771 1.7552 -0.3889 -0.483 0.466 -0.036 0.9707
F -1.4537 3.6606 1.2764 -0.041 0.144 -0.051 0.1122
F -0.9882 2.1675 3.1368 -0.138 -0.009 0.063 0.1877
F 0.6522 4.1588 1.3026 0.071 -0.010 0.044 0.1542
F -0.0243 0.8508 1.7383 -0.096 -0.375 -0.157 0.1505
F 1.1385 2.2792 2.8767 0.034 -0.095 0.016 0.1950
O -0.9747 -3.0838 4.3843 0.171 -0.039 0.006 -0.3328
O -0.8201 -2.0224 6.6560 0.151 -0.104 -0.007 -0.3000
O 5.7218 1.6456 -2.8561 1.389 1.223 -0.923 0.1948
O 3.7866 1.5721 -1.8103 -0.409 -0.584 0.322 -0.0321
O -0.3678 -1.5330 -3.7980 0.157 -0.084 0.000 0.1986
O -0.8714 0.6430 -4.4602 0.332 -0.081 -0.243 0.1623
N -2.1937 3.7869 -2.6954 0.046 -0.575 0.100 0.0193
N -0.6441 0.5779 -1.1713 -1.038 0.129 0.046 0.1745
N -2.0879 -3.0310 -0.0435 -0.757 0.264 -0.488 -0.1165
C 0.8076 0.5040 -1.3575 1.042 -0.153 0.667 -0.3062
C 1.1485 0.3108 -2.8498 -0.640 -0.087 -0.468 0.0240
C 2.4390 1.9555 0.1945 0.049 0.093 -0.007 -0.0880
C 0.3275 -2.8089 0.4450 -0.321 -0.346 -0.667 -0.1404
C -1.1077 -2.5844 0.9123 0.756 -0.021 0.303 -0.1395
C -3.2012 -2.2696 5.5602 -0.229 0.135 0.025 -0.2229
C -0.7315 3.6898 -2.6536 -0.072 0.602 0.071 -0.2349
C -0.0661 2.6314 -0.3514 0.183 1.033 -0.120 -0.2251
C -1.1431 1.6380 -0.6594 0.436 -0.310 0.295 -0.4709
C 4.9483 -0.5282 -2.3753 0.296 -0.632 0.322 -0.1434
C -1.4502 -0.4836 4.6102 -0.187 0.195 -0.128 -0.2301
C -0.0104 2.0903 2.2455 -0.026 0.745 0.293 -0.5275
C -2.9295 -0.0986 4.4725 0.013 -0.002 0.025 -0.2181
C -0.2212 3.1550 1.1005 0.336 -0.379 0.170 -0.3887
C -0.1833 3.9175 -1.2424 -0.650 -0.124 -0.015 -0.0817
C -2.9856 -2.1921 -0.6614 -0.742 -0.209 -0.941 -0.1308
C -3.3658 -4.2757 -1.4174 0.662 0.611 0.718 -0.0729
C 6.3125 -1.0920 -2.7855 -0.157 -0.283 0.252 -0.0611
C 1.3475 -0.6875 -0.5526 -0.057 -0.071 -0.229 -0.0898
C 4.9005 0.9654 -2.3752 -0.870 -0.450 0.295 -0.4814
C 0.6219 -2.0095 -0.8314 0.175 0.047 0.615 -0.1437
C -2.3205 -4.2989 -0.4999 -0.575 -0.177 -0.607 -0.0719
C -3.7893 -2.9246 -1.5209 0.725 -0.427 0.506 -0.0818
C -3.6977 -0.8269 5.5847 0.097 0.014 -0.031 -0.2102
C 1.2556 1.8954 -0.7640 -0.155 -0.311 -0.768 -0.1171
C 3.7896 1.5161 -0.3869 -0.125 0.405 0.279 -0.1501
B -0.0535 -0.2188 -3.7557 -0.124 0.209 -0.049 -0.6682
H 2.5423 2.9976 0.4803 -0.055 0.178 0.043 0.1277
H 6.2518 -1.6048 -3.7356 0.109 0.099 -0.307 0.0777
H -0.3888 2.7522 -3.0815 0.162 -0.152 -0.037 0.0863
H -3.5863 -2.8097 4.6957 0.039 -0.036 -0.005 0.1084
H -0.4048 1.4225 -4.7758 -0.182 0.183 0.091 0.1011
H -3.4711 -0.3713 6.5503 -0.007 -0.014 0.016 0.1238
H -2.6127 2.9364 -3.0478 -0.023 -0.030 -0.116 0.0555
H 1.3689 -0.4608 0.5082 -0.256 0.002 0.114 0.1080
H 6.6301 -1.8351 -2.0617 0.063 -0.121 0.108 0.0760
H 1.9668 -0.3875 -2.9510 0.240 -0.181 0.154 0.1050
H -4.5876 -2.5678 -2.1414 -0.108 0.240 -0.039 0.0924
H -3.0593 0.9814 4.5328 -0.002 -0.014 -0.003 0.1100
H 1.1875 -2.6282 -1.5159 0.127 0.040 -0.262 0.1263
H -3.4104 -2.8230 6.4721 0.105 -0.055 0.002 0.1122
H -0.3227 4.4958 -3.2551 0.197 -0.023 -0.232 0.1257
H -0.3263 -1.8152 -1.3199 -0.130 -0.294 -0.231 0.0792
H 0.4495 -3.8630 0.2089 -0.016 -0.204 0.142 0.1131
H -2.4893 4.5223 -3.3187 -0.084 0.155 0.065 0.0825
H -3.7761 -5.1235 -1.9286 -0.020 -0.176 -0.069 0.0934
H -3.3081 -0.4236 3.4992 -0.005 -0.036 0.005 0.1095
H -0.8480 4.6339 -0.7754 -0.186 0.094 0.101 0.1254
H -3.0839 -1.1284 -0.5181 0.347 -0.022 0.496 0.0572
H -4.7742 -0.7758 5.4338 -0.010 0.001 0.008 0.1185
H 0.7870 4.3944 -1.2896 0.350 -0.135 0.114 0.1321
H 4.7101 -0.9032 -1.3839 -0.197 0.083 0.219 0.1019
H 1.0167 -2.5972 1.2557 0.137 0.165 0.124 0.1197
H -0.9906 -1.7118 -4.5131 -0.216 -0.148 0.130 0.1299
H -1.2496 -1.5104 1.0308 -0.208 0.153 0.184 0.1073
H 4.1736 -0.9363 -3.0183 -0.266 0.213 -0.171 0.1144
H 2.2867 1.4107 1.1162 -0.046 -0.168 0.076 0.1039
H -2.9169 0.8702 0.6232 0.244 -0.191 -0.082 -0.0922
H -1.2351 -3.0598 1.8781 -0.258 -0.054 0.215 0.1106
H 2.3829 -0.7892 -0.8494 0.320 0.039 -0.001 0.1079
H 4.0697 0.5407 0.0022 -0.066 -0.309 -0.229 0.1179
H 7.0748 -0.3272 -2.8174 0.080 0.193 -0.165 0.0766
H -0.9158 0.1879 5.2794 0.025 -0.069 0.063 0.1081
H -1.3003 -0.1737 -1.3920 0.272 -0.255 -0.250 0.1375
H 4.5400 2.2146 -0.0239 0.201 0.055 0.057 0.1390
H -1.7590 -5.1555 -0.1763 0.197 0.050 0.224 0.1209
H 1.5005 1.2395 -3.2896 0.073 0.260 0.092 0.1167
H 1.6090 2.4419 -1.6298 0.003 0.145 -0.126 0.1303
H -0.9394 -0.5346 3.6513 0.073 -0.112 0.092 0.0698
```
Forces are in eV/Å.

No. 3
DFT (ωB97M-V/def2-TZVPD) results for a 3-piece molecular cluster, C26H42BrF2N4O12PS overall.

Values from the calculation:
LUMO level ... -1.2 eV
Gap between HOMO and LUMO ... 8.20 eV
Net charge ... 0
Electronic energy ... -5651.1802 a.u.
Multiplicity ... 1
SMILES string ... CC(C)C[C@@H](C)COc1c2c(c(C[C@@H](C)F)c(P(O)Br)c1S(=O)(=O)F)C(=O)N(CC(N)(N)N)C2=O.COC(=O)OC.COC(=O)OC

The geometry in XYZ format:
```
89
Properties=species:S:1:pos:R:3:forces:R:3:lowdin_charge:R:1
Br 4.5221 0.4868 -0.6090 0.072 0.107 -0.117 0.4623
S 0.0704 3.5589 -1.1941 -0.801 0.003 -0.014 0.6214
P 2.5774 1.3803 -1.2253 -0.037 0.464 -0.523 0.6336
F 1.2383 -2.4374 1.0530 -0.194 -0.005 -0.074 -0.0554
F 1.4974 4.0155 -1.5832 0.631 -0.082 0.089 -0.1722
O 10.3873 2.8203 -0.4074 0.025 0.016 -0.017 0.0055
O -0.5290 4.7256 -0.6703 0.027 0.126 0.100 -0.2150
O -2.5857 1.9094 3.5334 -1.109 0.595 0.089 0.1772
O 8.3129 2.0033 -0.0492 -0.045 -0.043 0.025 0.1117
O -3.1342 -3.7780 -4.0227 -0.025 0.040 0.009 -0.0006
O 0.9680 -0.7918 4.1934 0.494 -0.701 0.170 0.1380
O -0.4618 2.8965 -2.3343 0.142 -0.229 -0.101 -0.2405
O 8.8470 3.2487 -1.8560 0.013 0.024 -0.040 0.0073
O 1.8770 0.1128 -2.0247 -0.067 0.219 0.241 -0.3685
O -1.8766 3.0881 0.9013 0.299 -0.123 -0.400 -0.0181
O -1.5457 -5.1582 -3.2006 0.005 -0.020 0.006 0.1312
O -1.6785 -2.9718 -2.6499 0.028 0.010 -0.064 -0.0231
N -2.8926 -2.8579 4.3457 0.208 0.546 -0.015 0.0735
N -1.0191 0.3324 4.0973 0.114 -0.660 -0.506 0.0672
N -1.8466 -1.6819 2.4429 0.129 0.575 0.270 0.1269
N -3.8790 -0.9389 3.3218 0.087 0.270 -0.179 0.1050
C -3.6629 -4.8793 -4.7657 -0.134 -0.064 -0.125 -0.0356
C -0.6469 1.5117 2.1387 0.300 -0.128 -0.252 0.0121
C -4.7412 1.4151 -0.9627 0.480 0.126 0.058 -0.1343
C -2.0672 -4.0783 -3.2845 -0.011 0.018 -0.019 -0.6213
C -3.3000 -0.7168 -0.7063 -0.443 -0.428 -0.242 -0.0666
C -4.2798 -0.1305 -2.9405 -0.185 -0.354 0.175 -0.0574
C 9.1033 2.6287 -0.7064 0.048 0.034 -0.024 -0.6257
C 2.3545 -1.6836 0.5935 -0.038 -0.148 0.298 -0.3802
C 3.5673 -2.6002 0.5952 -0.350 0.376 0.178 -0.0417
C 10.8042 2.2051 0.8131 0.135 -0.028 0.114 -0.0398
C -3.0859 2.3360 0.6839 -0.592 -0.448 -0.040 -0.1357
C 1.4466 0.5616 1.3551 0.064 0.073 0.104 -0.1144
C 7.4938 3.1249 -2.2995 -0.184 0.032 -0.134 -0.0410
C 0.4332 0.6807 2.3137 0.445 0.289 -0.605 -0.0020
C 0.2373 -0.0446 3.6130 -0.583 0.525 -0.151 -0.3639
C -1.8351 -0.7241 4.6878 -0.133 0.544 0.633 -0.0595
C 2.4746 -0.5232 1.5733 -0.273 -0.145 0.073 -0.1526
C -0.5348 -3.1445 -1.8104 0.163 0.124 0.179 -0.0347
C 0.3035 2.3408 0.1045 0.483 -0.130 0.437 -0.1519
C -0.7655 2.3336 1.0303 -0.144 0.126 0.111 -0.1964
C -3.7918 3.7166 -1.2776 0.054 -0.071 -0.152 -0.0449
C -4.4637 -0.0248 -1.4191 0.115 0.049 0.020 -0.3927
C -2.6221 -1.5567 3.6699 -0.178 -0.989 -0.143 -0.6411
C -3.4998 2.3116 -0.7735 -0.030 -0.007 -0.130 -0.3478
C 1.4014 1.4188 0.2259 -0.568 0.141 0.564 -0.2645
C -1.5940 1.3215 3.2702 0.747 -0.358 0.375 -0.3487
H 10.2462 2.6075 1.6561 -0.065 -0.050 -0.011 0.0971
H 0.9252 0.2237 -1.8746 -0.076 -0.308 -0.303 0.0484
H -2.0288 -3.2293 4.7270 0.000 -0.118 -0.026 0.0665
H -4.5173 -4.4932 -5.3132 0.017 0.090 0.039 0.0935
H -2.9222 -5.2603 -5.4657 0.040 -0.044 0.057 0.0983
H -4.7220 -1.0669 -3.2763 0.077 -0.148 -0.109 0.0736
H -2.3941 -0.1185 -0.6636 0.092 0.147 0.144 0.0734
H -2.5002 -0.2765 5.4180 -0.295 -0.013 -0.041 0.1351
H -0.7392 -3.8655 -1.0213 0.031 -0.066 -0.050 0.1013
H -3.0488 -1.6205 -1.2613 0.010 -0.067 0.031 0.0627
H 4.1634 -2.4164 -0.2897 0.174 -0.162 -0.084 0.0493
H -0.9242 -2.0511 2.6390 -0.003 -0.262 -0.176 0.0783
H 0.3305 -3.4579 -2.3909 -0.036 -0.092 -0.013 0.1044
H -2.9342 4.3766 -1.2283 0.141 0.087 0.170 0.0600
H -5.3475 -0.6083 -1.1640 -0.213 0.000 -0.033 0.1256
H 10.6756 1.1257 0.7625 -0.080 0.002 0.020 0.0969
H -2.3137 -2.2700 1.7685 0.043 -0.149 -0.065 0.0755
H -0.3360 -2.1740 -1.3629 -0.096 0.023 -0.011 0.0759
H -5.3413 1.4404 -0.0509 -0.073 -0.090 0.104 0.1229
H 2.2569 -0.9828 2.5281 0.074 -0.009 0.279 0.1038
H -5.3285 1.8836 -1.7462 -0.351 0.038 0.010 0.1016
H -2.9800 1.3142 1.0506 0.155 0.007 0.104 0.1112
H -4.1130 3.6830 -2.3157 -0.061 -0.005 -0.142 0.0832
H 2.0684 -1.3584 -0.4003 0.144 -0.100 -0.111 0.0920
H -3.9861 -5.6739 -4.0962 0.077 -0.031 0.010 0.0978
H -4.2191 -1.2777 2.4328 -0.073 -0.027 -0.037 0.0588
H 3.2244 -3.6274 0.6351 0.033 -0.183 -0.186 0.0833
H 4.1660 -2.4058 1.4802 0.191 -0.088 0.084 0.0840
H -3.6092 -1.0329 0.2875 0.232 0.208 0.257 0.0496
H -4.6034 4.1444 -0.6906 -0.095 0.134 0.055 0.0914
H -1.1905 -1.3932 5.2450 0.403 0.125 0.027 0.1190
H 7.4229 3.6708 -3.2355 0.138 0.033 0.009 0.0940
H -3.8723 2.7914 1.2781 0.057 0.250 0.176 0.1405
H -4.5725 -1.1272 4.0313 -0.029 -0.023 0.066 0.0867
H 7.2387 2.0806 -2.4699 -0.021 -0.016 0.096 0.0878
H -4.7926 0.6599 -3.4794 0.064 0.213 -0.074 0.0724
H 3.4896 -0.1552 1.6537 0.015 0.146 -0.212 0.0627
H -2.6848 1.8600 -1.3390 0.182 0.155 -0.251 0.1192
H -3.2326 -0.1779 -3.2266 0.159 0.267 -0.085 0.0780
H -3.1995 -3.5071 3.6313 -0.160 -0.132 0.062 0.0702
H 11.8578 2.4416 0.9273 -0.004 0.050 -0.085 0.0929
H 6.8102 3.5618 -1.5741 -0.002 -0.084 0.056 0.0960
```
Forces are in eV/Å.